(1)
The following is a quantum chemistry calculation of a cluster of 12 separate species, C57H59Cl2N11 in total, from the OMol25 dataset.

Calculated values
SMILES	c1ccncc1.c1ccncc1.c1ccncc1.c1ccncc1.c1ccncc1.c1ccncc1.c1ccncc1.c1ccncc1.c1ccncc1.c1ccncc1.c1ccncc1.ClCCCl
HOMO-LUMO gap	9.46	eV
ΔE to the lowest compared entry with this formula, charge and spin	0.0000	eV

Element x y z (Å)
C 0.3263 -3.7105 -3.9894
C 0.9948 -3.5631 -5.2173
C 0.2814 -3.2992 -6.4006
N -1.0928 -3.1587 -6.3785
C -1.7011 -3.1350 -5.1877
C -1.0096 -3.4517 -3.9910
H 0.8468 -3.9263 -3.0681
H 2.0747 -3.5501 -5.2077
H 0.7698 -3.1011 -7.3433
H -2.7727 -3.0021 -5.2108
H -1.5295 -3.5765 -3.0526
C -5.6152 0.7305 -6.0670
C -4.5829 0.7434 -5.1962
C -3.2237 0.9123 -5.6219
N -2.9412 1.0212 -6.9534
C -3.9744 0.9935 -7.8028
C -5.3084 0.8899 -7.3829
H -6.6203 0.6446 -5.6813
H -4.8115 0.7469 -4.1407
H -2.3671 0.9636 -4.9661
H -3.7964 1.1645 -8.8542
H -6.1435 0.9416 -8.0657
C 5.7036 6.4325 2.5268
C 6.8257 5.6329 2.6181
C 6.8356 4.3975 1.9718
N 5.7411 3.8569 1.4534
C 4.6219 4.6437 1.3958
C 4.5323 5.9429 1.8892
H 5.6309 7.3180 3.1407
H 7.7368 5.8926 3.1366
H 7.7349 3.8027 1.9088
H 3.7963 4.0444 1.0413
H 3.6493 6.5648 1.8890
C 3.5069 1.0056 -5.1117
C 4.4306 0.3071 -5.9286
C 5.7292 0.1238 -5.4427
N 6.1156 0.5306 -4.2113
C 5.2562 1.2965 -3.5031
C 3.9445 1.5387 -3.8980
H 2.4770 1.2636 -5.3096
H 4.1310 -0.0904 -6.8871
H 6.5041 -0.4470 -5.9326
H 5.6772 1.7357 -2.6108
H 3.2718 2.1126 -3.2780
C -0.4820 9.0142 1.6203
C 0.0575 8.7365 0.3632
C -0.2692 7.5353 -0.2772
N -0.9530 6.5307 0.3570
C -1.5271 6.8568 1.5775
C -1.3042 8.0891 2.2136
H -0.3815 9.9838 2.0852
H 0.6485 9.4530 -0.1879
H 0.1185 7.2923 -1.2555
H -2.1126 6.0487 1.9904
H -1.6161 8.3528 3.2134
C -5.6434 -3.7648 1.3735
C -5.9523 -2.5869 0.6521
C -6.0717 -2.6666 -0.7519
N -5.6251 -3.7544 -1.4774
C -5.1631 -4.8154 -0.7558
C -5.2783 -4.9270 0.6596
H -5.6637 -3.7685 2.4533
H -6.3718 -1.7130 1.1283
H -6.3840 -1.8603 -1.3990
H -4.7614 -5.6406 -1.3251
H -4.9087 -5.8087 1.1621
C -1.1667 -1.3940 0.5663
C 0.2420 -1.6238 0.6939
C 1.1145 -0.5629 0.3840
N 0.6400 0.6759 0.0660
C -0.7135 0.8619 0.0619
C -1.6336 -0.1641 0.2249
H -1.8361 -2.2319 0.6937
H 0.7378 -2.5545 0.9268
H 2.1919 -0.6337 0.3594
H -1.0324 1.8002 -0.3674
H -2.6902 -0.0474 0.0339
C 5.7478 -3.0685 1.1273
C 6.3568 -3.5853 2.3010
C 7.5076 -2.9551 2.8196
N 8.1225 -1.9328 2.2350
C 7.5235 -1.4244 1.1084
C 6.3238 -1.9670 0.5510
H 4.8250 -3.5145 0.7868
H 5.8711 -4.4716 2.6818
H 8.0379 -3.3106 3.6907
H 7.9261 -0.5624 0.5972
H 5.9104 -1.5945 -0.3746
C 1.2508 -9.7905 -0.2677
C 2.2363 -9.8834 0.7395
C 2.5216 -8.7887 1.4980
N 1.8316 -7.5862 1.3872
C 0.7223 -7.6022 0.5794
C 0.4486 -8.6482 -0.3270
H 1.0280 -10.6226 -0.9192
H 2.7516 -10.7721 1.0727
H 3.2478 -8.7958 2.2974
H 0.0841 -6.7383 0.6926
H -0.4481 -8.5720 -0.9242
C -6.8361 6.0553 0.5017
C -6.9056 4.8884 1.2644
C -6.2839 3.7160 0.7865
N -5.4186 3.6736 -0.2759
C -5.4608 4.7951 -1.0434
C -6.0855 5.9709 -0.6449
H -7.3047 6.9911 0.7683
H -7.4181 4.8876 2.2151
H -6.4900 2.8169 1.3482
H -4.8167 4.8343 -1.9094
H -5.9949 6.8740 -1.2303
C 0.5028 3.6258 4.4328
C 0.5422 4.7757 5.1789
C 0.0865 4.7603 6.4872
N -0.2875 3.5978 7.0814
C -0.3302 2.4316 6.3276
C 0.0799 2.4303 4.9633
H 0.7807 3.6017 3.3894
H 0.7562 5.7446 4.7525
H 0.1208 5.6120 7.1504
H -0.7161 1.6030 6.9028
H 0.0940 1.5018 4.4118
Cl -1.3411 -7.4549 8.2768
C -1.8696 -6.5543 6.8341
C -0.6828 -5.8943 6.1251
Cl -1.2404 -5.0017 4.6601
H -2.6424 -5.8185 7.0563
H -2.3868 -7.3071 6.2392
H -0.0360 -6.6788 5.7321
H -0.1074 -5.1873 6.7228

Atomic forces in eV per Å
0.52 0.50 -1.29
-0.09 0.39 -0.43
-1.54 0.14 1.99
1.31 0.50 0.26
1.38 -1.22 -0.20
-1.35 -0.06 -0.03
0.12 -0.09 -0.05
0.13 -0.28 -0.28
0.01 -0.29 -0.09
-0.09 0.15 0.14
-0.39 0.30 0.00
-0.30 0.04 0.11
2.88 0.53 1.65
-1.93 -0.24 -1.94
-0.37 -0.16 1.06
-0.79 0.40 0.84
-0.01 -0.11 -1.33
-0.15 0.00 -0.23
0.23 -0.25 0.22
-0.15 -0.04 0.24
0.38 -0.15 -0.09
0.23 -0.03 -0.49
-0.98 -0.74 0.53
0.38 -0.19 -0.62
-0.73 0.03 0.08
-0.54 1.20 -0.42
0.65 -1.02 0.53
1.68 -0.30 0.37
0.14 0.38 -0.31
-0.10 0.46 0.11
0.12 -0.12 0.20
-0.48 0.54 -0.25
-0.18 -0.27 -0.22
1.01 0.24 0.44
-0.50 0.53 0.72
-0.54 -0.05 1.56
-0.65 0.95 -0.51
0.47 -0.66 -0.71
0.53 -0.45 -0.40
-0.07 -0.53 -0.82
0.04 0.03 -0.08
-0.20 -0.05 -0.50
-0.13 -0.10 0.29
0.02 0.06 0.05
0.09 0.15 -1.17
-0.63 -0.17 -0.49
-0.14 -1.05 2.07
-0.81 2.08 0.84
1.55 -0.04 -1.74
0.15 -0.85 0.12
0.42 0.02 0.05
0.08 0.16 0.12
0.01 0.01 -0.10
-0.07 0.10 0.29
-0.65 -0.46 0.02
0.20 -0.04 -1.30
-1.20 -1.19 -0.88
1.74 -1.90 -0.13
0.16 0.13 2.03
-1.30 1.04 0.65
0.58 1.74 -0.91
-0.02 0.02 0.07
0.36 0.13 0.26
-0.25 0.27 0.32
-0.01 -0.07 -0.14
-0.21 -0.10 0.04
2.21 -1.72 0.52
-0.09 1.38 -0.67
-2.04 1.07 0.01
-1.06 -0.66 0.54
1.72 -0.53 -1.31
-0.03 0.44 0.05
-0.13 -0.05 0.07
-0.57 -0.35 0.13
0.07 -0.31 0.12
-0.05 0.37 0.45
-0.05 0.36 0.11
0.84 -0.40 1.95
-0.27 0.74 -1.02
-0.48 -0.79 -0.69
-1.14 1.34 -1.92
-1.16 -1.49 0.65
1.39 0.51 0.10
0.06 -0.04 -0.29
0.39 0.00 0.67
-0.26 -0.30 0.23
0.52 0.03 0.29
0.09 0.43 0.01
-0.18 0.26 0.64
-0.41 -0.20 -0.36
-1.51 2.90 -0.09
-1.04 -1.87 -0.47
2.25 -0.63 0.56
0.49 0.20 1.22
0.08 -0.13 0.01
-0.02 -0.42 -0.77
0.25 -0.07 -0.12
-0.05 0.14 -0.29
0.15 -0.16 -0.32
0.45 -0.99 0.47
0.05 -0.19 -0.66
0.77 1.17 -0.21
-2.36 0.82 -0.02
0.96 -0.31 1.55
-0.26 0.46 -0.77
-0.03 -0.05 0.25
-0.23 -0.24 -0.04
0.54 -0.31 -0.03
0.03 -0.28 -0.15
0.12 -0.11 -0.39
0.18 -0.54 -0.93
-0.81 1.13 0.34
0.33 -2.41 0.51
-0.27 -0.85 -1.32
0.68 2.98 -0.03
-0.62 -0.53 2.43
0.20 0.34 -0.11
0.38 -0.06 -0.27
-0.12 0.23 -0.14
0.15 -0.35 -0.34
-0.09 0.06 -0.19
0.08 0.32 0.14
-0.33 0.30 -0.46
-0.16 -0.70 -0.47
-0.13 -0.07 0.29
0.25 0.05 0.52
0.42 0.16 -0.40
0.15 0.17 0.20
-0.29 -0.21 0.14

Atom charges from the Löwdin analysis, given in e for atoms 1 to 4: number 1, C, carries -0.094; number 2, C, carries -0.076; number 3, C, carries -0.120; number 4, N, carries 0.043



(2)
The following is a quantum chemistry calculation of a cluster of 12 separate species, C57H64F8O6S3 in total, from the OMol25 dataset.

Calculated values
spin multiplicity	2
HOMO-LUMO gap (spin up / spin down)	7.34 / 2.63	eV
total charge	+1

Element x y z (Å)
F -3.9137 -1.7201 0.6360
C -4.5273 -2.4878 1.5908
C -4.9282 -3.8385 1.3226
C -5.4787 -4.6794 2.2834
C -5.6535 -4.1769 3.5352
C -5.2989 -2.8366 3.8694
C -4.7786 -1.9868 2.8942
H -4.8660 -4.3185 0.3572
H -5.8369 -5.6510 1.9767
H -6.1386 -4.8363 4.2397
H -5.3898 -2.5430 4.9047
H -4.4868 -0.9951 3.2069
F -2.5590 1.0253 3.7857
C -2.8197 2.2162 4.4059
C -2.5512 2.2982 5.7866
C -2.8427 3.5203 6.3915
C -3.2479 4.5977 5.6349
C -3.4019 4.5781 4.2882
C -3.1784 3.3601 3.6627
H -2.2464 1.5148 6.4647
H -2.8871 3.6029 7.4675
H -3.4757 5.5059 6.1730
H -3.6782 5.4500 3.7140
H -3.1605 3.3464 2.5829
F 1.6875 -2.6828 -2.9620
C 2.2430 -3.7383 -2.4148
C 3.0676 -3.6857 -1.3325
C 3.5069 -4.8369 -0.7175
C 3.1093 -6.0544 -1.2085
C 2.2419 -6.1622 -2.2272
C 1.7759 -5.0060 -2.8288
H 3.3587 -2.7331 -0.9153
H 4.1472 -4.7405 0.1469
H 3.4298 -6.9492 -0.6957
H 1.9409 -7.1187 -2.6282
H 1.0181 -5.0417 -3.5975
F 4.4813 -2.0276 1.3131
C 5.4222 -1.5093 2.1859
C 5.6732 -0.1808 2.2198
C 6.6605 0.3179 3.0872
C 7.2984 -0.5560 3.9290
C 7.0111 -1.8929 3.9846
C 6.0759 -2.3781 3.0601
H 5.2300 0.4579 1.4701
H 7.0420 1.3277 3.1213
H 8.0713 -0.1849 4.5858
H 7.5466 -2.4996 4.6998
H 5.9672 -3.4473 2.9528
F 3.6042 0.2100 -5.3244
C 3.9597 0.6603 -4.0595
C 4.0034 -0.2426 -2.9759
C 4.3598 0.1098 -1.6614
C 4.7372 1.4444 -1.4839
C 4.7262 2.3508 -2.5449
C 4.2891 1.9853 -3.8233
H 3.7576 -1.2660 -3.2182
H 4.2561 -0.5197 -0.7899
H 4.9820 1.7445 -0.4757
H 5.0354 3.3837 -2.4832
H 4.0480 2.6499 -4.6397
F 0.2463 -2.0722 2.9275
C 1.1114 -2.3804 3.9454
C 0.9724 -1.8090 5.2284
C 1.9648 -2.0028 6.1358
C 3.0655 -2.8592 5.8361
C 3.2571 -3.4471 4.5863
C 2.2446 -3.1826 3.6092
H 0.1808 -1.0890 5.3747
H 1.8699 -1.5089 7.0915
H 3.8827 -2.9773 6.5324
H 4.0717 -4.1350 4.4145
H 2.2157 -3.6790 2.6504
F 1.3532 6.8758 -4.4999
C 1.3871 5.5938 -4.0338
C 1.9152 5.3133 -2.7145
C 1.9054 4.0251 -2.2319
C 1.3628 2.9522 -2.9964
C 0.7236 3.2934 -4.2138
C 0.7426 4.5940 -4.7982
H 2.3584 6.1563 -2.2054
H 2.2796 3.8190 -1.2399
H 1.3429 1.9436 -2.6107
H 0.3131 2.5191 -4.8450
H 0.3899 4.7505 -5.8069
F -3.8651 5.1491 -2.0862
C -4.2199 3.8634 -1.7758
C -4.3494 2.9436 -2.7123
C -4.7076 1.6662 -2.3231
C -4.7936 1.3293 -0.9924
C -4.7514 2.3060 0.0086
C -4.3334 3.5870 -0.4093
H -4.2107 3.2045 -3.7511
H -4.8356 0.9280 -3.1009
H -5.1195 0.3719 -0.6135
H -4.6184 2.0645 1.0528
H -4.1780 4.3211 0.3675
C -1.9840 -4.4908 -3.5683
S -2.6931 -3.9452 -1.9282
O -2.9565 -5.2631 -1.1685
C -1.1814 -3.2492 -1.1678
H -1.5473 -3.6289 -4.0729
H -2.8757 -4.7980 -4.1147
H -1.3785 -5.3970 -3.5846
H -1.3270 -3.5032 -0.1179
H -1.1857 -2.1681 -1.3069
H -0.2859 -3.6690 -1.6261
C 1.2449 -0.7487 -0.0746
S 0.5060 0.6966 0.8821
O 0.4976 1.7634 -0.1565
C -1.2577 0.1173 0.9148
H 2.3309 -0.6782 -0.0152
H 0.9979 -0.5656 -1.1203
H 0.9467 -1.7801 0.1133
H -2.0453 0.8529 1.0783
H -1.3069 -0.6277 1.7089
H -1.4551 -0.1890 -0.1125
C -0.7399 6.4387 -0.4044
S -1.1929 5.9924 1.3535
O -2.7018 5.7022 1.4606
C -0.2885 4.3641 1.5639
H -1.4455 7.1787 -0.7824
H -0.8939 5.5372 -0.9974
H 0.2813 6.7357 -0.6432
H 0.7751 4.4739 1.3524
H -0.6903 3.6793 0.8171
H -0.4556 3.8708 2.5214
C -3.0106 -2.1049 -6.5525
O -2.9781 -1.4656 -5.2981
C -2.0725 -0.4941 -5.0646
O -1.2564 -0.0294 -5.8197
O -2.2530 -0.1289 -3.7936
C -1.3130 0.7741 -3.2007
H -3.7787 -2.8780 -6.5733
H -2.0469 -2.5861 -6.7193
H -3.2050 -1.4775 -7.4224
H -0.3102 0.4268 -3.4496
H -1.5360 0.8961 -2.1407
H -1.5245 1.8030 -3.4915

Atomic forces in eV per Å
-0.53 -0.45 0.58
-1.13 -1.99 1.24
0.63 1.19 -0.84
0.14 1.30 -0.73
-0.26 0.93 1.35
-0.18 -1.71 -0.90
0.65 -0.47 -0.58
0.52 0.56 -0.44
0.17 -0.10 0.15
0.13 0.22 0.51
-0.13 0.34 -0.09
0.09 0.21 -0.30
-0.32 0.80 0.01
0.99 0.39 0.64
-0.97 0.76 -0.37
-0.28 -0.63 -0.40
-0.33 1.45 1.71
0.26 -0.98 -0.70
0.58 -1.00 -0.25
0.03 -0.53 -0.60
0.44 0.00 0.06
-0.03 0.19 0.04
-0.07 -0.01 0.08
-0.33 -0.47 -0.17
-0.27 1.56 -0.58
-0.94 -3.48 0.25
0.60 1.41 0.56
0.13 0.26 0.00
1.25 -1.02 2.10
-1.07 0.41 -1.91
0.06 1.06 -0.31
0.08 0.19 -0.06
0.06 -0.13 0.02
0.19 -0.12 -0.02
-0.15 -0.08 0.18
0.08 -0.02 -0.22
0.80 0.47 0.53
-0.20 -1.61 0.67
0.64 1.75 -0.47
-0.18 -0.54 -0.37
0.67 0.61 1.00
-0.87 -0.29 -1.10
0.46 -0.51 0.10
-0.25 0.14 0.08
-0.56 0.26 -0.42
0.05 0.18 0.08
-0.15 -0.38 -0.21
-0.41 -0.07 0.04
0.35 0.67 1.80
0.31 -0.68 0.99
-0.13 -0.81 -0.57
-0.41 1.56 -1.72
-0.07 -0.05 0.04
-0.19 -0.11 -0.71
-0.55 -0.97 -0.37
-0.14 -0.17 0.09
0.28 -0.42 -0.31
0.25 0.37 -0.03
-0.03 0.07 0.63
0.59 0.54 0.09
0.17 -0.22 0.78
2.20 -0.60 0.09
-0.56 0.27 -2.45
1.43 -1.29 0.27
0.15 0.75 -0.12
-2.58 0.89 -0.18
-0.98 0.18 1.15
-0.23 -0.13 0.23
0.26 -0.10 0.14
-0.21 -0.01 0.43
0.01 0.16 -0.17
0.28 0.14 -0.21
0.41 -0.73 0.48
-0.95 -1.08 0.59
-0.67 0.98 -2.47
-0.60 -1.11 -0.45
-0.92 2.12 -0.60
1.11 0.21 -0.14
1.43 -0.17 2.10
0.09 -0.03 0.27
0.22 -0.08 0.03
0.08 0.05 0.03
-0.15 -0.25 0.12
-0.18 0.22 0.13
-0.01 -0.34 -0.18
0.82 2.46 3.10
-0.48 -1.16 -2.09
0.37 -0.77 -0.29
-1.66 -0.13 1.32
2.61 1.15 -1.51
-0.95 -0.82 0.50
-0.06 -0.02 -0.10
-0.01 -0.21 0.10
0.28 -0.51 -0.62
-0.75 -0.18 0.15
-0.02 0.43 -0.32
-1.15 0.32 0.20
0.68 -2.62 0.24
0.25 2.04 -1.01
-0.49 -0.04 -0.42
0.16 -0.09 0.04
-0.15 0.26 -0.12
0.38 0.33 0.76
0.32 0.02 -0.01
-0.07 0.01 -0.01
-0.10 -0.18 0.35
-0.14 0.36 -0.14
-0.90 -1.60 -0.45
0.19 1.12 -0.25
0.74 -0.12 -0.23
-0.15 0.15 0.38
-0.23 0.37 -0.01
-0.25 0.23 0.74
0.65 0.64 0.46
-0.22 -0.36 -0.44
0.07 -0.72 0.20
-0.84 -0.41 -0.42
-0.71 -1.76 -0.93
2.54 0.75 -0.43
-0.35 -0.11 -0.22
-0.05 0.13 0.44
-0.23 -0.35 0.25
0.15 0.17 1.03
-0.08 0.50 0.06
-0.17 0.20 -0.42
-0.15 0.70 0.29
0.73 -0.67 -1.13
-0.20 0.67 0.49
0.02 0.02 -0.17
-0.41 -0.42 0.13
-0.36 -0.14 0.68
-0.50 0.53 -0.26
-0.02 0.17 0.58
0.04 -0.06 -0.12
0.04 0.54 0.35
0.04 0.38 0.29
0.20 -1.04 0.15
0.38 -0.05 -0.88

Atom charges from the Löwdin analysis, given in e for atoms 1 to 4: number 1, F, carries 0.012; number 2, C, carries -0.217; number 3, C, carries -0.007; number 4, C, carries -0.092